DFT (ωB97M-V with the def2-TZVPD basis set) results for a 2-piece molecular cluster, C15H34N2O5PS overall.

Summary:
<S²>: 0.75
Kohn-Sham gap (spin up / spin down) (hartree): 0.301 / 0.332
ΔE to the lowest compared entry with this formula, charge and spin (kJ/mol): 0.0
HOMO level (spin up / spin down) (eV): -7.74 / -8.60

```
! RIJCOSX wB97M-V def2-TZVPD def2/J DEFGRID3
* xyz 0 2
C 3.303 1.791 2.586
C 2.699 0.890 1.518
C 1.220 0.661 1.833
C 2.786 1.554 0.114
C 3.300 0.671 -1.026
S 5.131 0.607 -1.101
P 2.811 1.401 -2.747
N 1.959 0.109 -3.485
O 1.448 2.292 -2.393
C 2.798 -0.763 -0.841
C 3.140 -1.443 0.509
C 4.356 -2.353 0.374
C 1.961 -2.315 0.966
N 3.441 -0.405 1.548
O 4.646 -0.336 1.961
H 3.413 1.252 3.525
H 4.278 2.164 2.284
H 2.640 2.644 2.746
H 0.701 0.155 1.022
H 0.749 1.640 1.941
H 1.090 0.117 2.769
H 3.369 2.477 0.176
H 1.774 1.854 -0.155
H 5.313 1.929 -1.051
H 0.985 0.340 -3.642
H 2.375 -0.084 -4.389
H 1.692 3.223 -2.324
H 1.716 -0.741 -0.986
H 3.187 -1.398 -1.639
H 5.178 -1.859 -0.137
H 4.063 -3.224 -0.214
H 4.703 -2.686 1.348
H 1.874 -3.182 0.311
H 1.013 -1.790 0.964
H 2.146 -2.675 1.980
C -5.706 -2.726 0.990
O -5.213 -1.896 -0.035
C -6.135 -0.937 -0.514
C -5.470 0.387 -0.812
O -5.050 1.108 0.332
C -3.864 0.706 0.992
C -2.586 1.113 0.296
O -2.356 0.365 -0.884
C -1.822 1.115 -1.951
H -6.386 -3.493 0.603
H -4.851 -3.218 1.450
H -6.233 -2.146 1.756
H -6.941 -0.782 0.212
H -6.587 -1.299 -1.448
H -6.233 1.021 -1.270
H -4.659 0.256 -1.532
H -3.859 -0.365 1.206
H -3.885 1.242 1.944
H -1.755 0.930 0.993
H -2.618 2.185 0.072
H -2.381 2.045 -2.104
H -1.904 0.505 -2.850
H -0.767 1.368 -1.787
*
```



DFT (ωB97M-V with the def2-TZVPD basis set) results for C15H34N4O10V as an isolated structure in a non-equilibrium geometry.

Summary:
Kohn-Sham gap (hartree): 0.259
ΔE to the lowest compared entry with this formula, charge and spin (kJ/mol): 0.0
HOMO level (eV): -4.67

```
! RIJCOSX wB97M-V def2-TZVPD def2/J DEFGRID3
* xyz -1 1
O -38.748 -19.109 8.977
V -38.002 -18.599 7.672
O -38.153 -19.690 6.546
O -38.317 -15.926 4.094
C -37.243 -16.128 4.902
O -36.182 -15.500 4.622
O -37.304 -16.827 5.945
H -37.850 -15.376 3.442
C -35.486 -19.653 10.114
C -35.157 -19.451 8.633
O -35.904 -18.461 7.994
H -36.538 -19.393 10.226
H -34.832 -19.041 10.741
H -35.318 -20.698 10.393
H -35.436 -20.400 8.139
H -34.091 -19.285 8.438
C -40.714 -17.159 6.353
O -39.796 -17.616 7.003
N -41.248 -17.704 5.260
C -42.118 -16.973 4.388
C -40.678 -18.957 4.768
H -41.131 -16.195 6.682
H -43.149 -17.334 4.463
H -41.821 -17.031 3.339
H -42.120 -15.904 4.600
H -40.032 -18.655 3.940
H -40.063 -19.512 5.470
H -41.439 -19.652 4.409
C -36.616 -24.182 9.847
O -36.271 -25.134 9.157
N -37.380 -23.198 9.328
C -37.982 -22.221 10.237
C -37.816 -23.088 7.967
H -36.286 -24.003 10.879
H -37.551 -21.236 10.088
H -37.789 -22.478 11.284
H -39.069 -22.298 10.200
H -37.122 -23.422 7.197
H -38.767 -23.602 7.803
H -37.965 -22.048 7.673
C -37.886 -15.682 9.958
O -38.105 -16.494 9.089
N -38.217 -14.368 9.828
C -38.152 -13.550 11.013
C -39.046 -13.987 8.704
H -37.445 -15.923 10.936
H -37.362 -13.885 11.683
H -39.066 -13.583 11.624
H -38.027 -12.488 10.797
H -38.911 -12.935 8.462
H -38.813 -14.589 7.828
H -40.090 -14.211 8.957
C -38.742 -16.797 13.770
O -37.724 -16.138 13.626
N -38.940 -17.971 13.129
C -40.082 -18.808 13.481
C -37.867 -18.693 12.483
H -39.571 -16.476 14.418
H -40.870 -18.363 14.084
H -39.670 -19.629 14.078
H -40.508 -19.214 12.563
H -37.577 -19.623 12.991
H -38.305 -19.089 11.561
H -36.955 -18.136 12.315
*
```



DFT (ωB97M-V with the def2-TZVPD basis set) results for C15H35As2F12N5O5Tl as an isolated structure in a non-equilibrium geometry.

Summary:
Kohn-Sham gap (hartree): 0.121
ΔE to the lowest compared entry with this formula, charge and spin (kJ/mol): 222.2
HOMO level (eV): -12.68

```
! RIJCOSX wB97M-V def2-TZVPD def2/J DEFGRID3
* xyz 1 1
Tl 0.354 -1.817 -0.523
As 0.252 -3.168 3.094
F 1.492 -2.596 4.170
F 0.497 -4.875 3.665
F -1.009 -3.744 1.974
F 0.121 -1.508 2.330
F 1.419 -3.474 1.765
F -1.082 -2.865 4.236
As -3.486 -3.541 -2.472
F -3.254 -2.813 -4.078
F -1.856 -2.932 -1.854
F -3.633 -4.236 -0.837
F -5.045 -4.226 -3.071
F -2.612 -4.991 -3.112
F -4.189 -1.998 -1.836
C 1.737 0.234 -4.705
C 2.216 0.477 -3.287
O 2.006 -0.294 -2.310
N 2.921 1.572 -3.116
C 3.541 2.031 -1.865
H 0.677 -0.020 -4.716
H 2.276 -0.635 -5.083
H 1.931 1.032 -5.422
H 2.996 2.211 -3.895
H 3.055 1.595 -0.993
H 3.449 3.116 -1.829
H 4.563 1.653 -1.854
C -3.106 0.596 -3.146
C -1.740 0.957 -2.665
O -1.167 0.150 -2.018
N -1.263 2.175 -2.947
C -0.050 2.877 -2.532
H -3.122 -0.263 -3.817
H -3.540 1.442 -3.677
H -3.673 0.314 -2.259
H -1.838 2.789 -3.506
H 0.480 2.171 -1.892
H -0.151 3.855 -2.062
H 0.672 3.033 -3.333
C -2.926 -0.300 2.699
C -3.114 -1.103 1.420
O -2.255 -1.036 0.554
N -4.110 -1.936 1.243
C -5.148 -2.201 2.250
H -2.416 0.626 2.435
H -2.371 -0.878 3.437
H -3.849 0.002 3.194
H -4.137 -2.367 0.330
H -5.834 -1.372 2.076
H -4.776 -2.144 3.273
H -5.679 -3.109 1.964
C -1.101 2.647 0.846
C 0.284 2.029 0.998
O 0.520 0.816 0.756
N 1.256 2.745 1.520
C 1.218 4.139 1.940
H -0.932 3.585 0.317
H -1.576 2.849 1.806
H -1.790 2.056 0.242
H 2.156 2.288 1.563
H 0.254 4.527 2.270
H 1.521 4.711 1.063
H 2.005 4.323 2.672
C 5.153 -0.442 1.081
C 3.743 -0.729 1.516
O 2.866 -1.082 0.703
N 3.374 -0.613 2.819
C 4.302 -0.207 3.903
H 5.590 -1.241 0.483
H 5.790 -0.187 1.928
H 5.047 0.455 0.471
H 2.403 -0.786 3.038
H 4.920 0.672 3.721
H 4.993 -1.024 4.109
H 3.782 0.001 4.838
*
```



DFT (ωB97M-V with the def2-TZVPD basis set) results for a 6-piece molecular cluster, C15H35BF4NO10 overall in a non-equilibrium geometry.

Summary:
Kohn-Sham gap (hartree): 0.166
ΔE to the lowest compared entry with this formula, charge and spin (kJ/mol): 526.3
HOMO level (eV): -2.76

```
! RIJCOSX wB97M-V def2-TZVPD def2/J DEFGRID3
* xyz -1 1
N 0.728 -0.555 0.423
H -0.151 -0.058 0.392
H 1.415 0.015 -0.050
H 0.476 -1.432 -0.009
H 1.161 -0.765 1.311
C 5.511 2.638 0.772
C 4.037 2.926 0.399
C 3.832 4.465 0.363
O 3.525 2.302 -0.752
H 5.909 3.244 1.586
H 6.114 2.766 -0.127
H 5.633 1.596 1.067
H 3.500 2.491 1.242
H 4.191 4.990 1.248
H 2.772 4.658 0.527
H 4.139 4.947 -0.566
B 3.209 -2.258 -3.245
F 2.944 -2.942 -2.109
F 3.105 -2.989 -4.428
F 2.233 -1.275 -3.292
F 4.470 -1.648 -3.273
C -3.353 4.198 -3.657
C -2.877 3.355 -2.493
O -2.606 4.186 -1.405
C -2.337 3.688 -0.307
O -2.234 2.463 -0.060
O -2.225 4.654 0.646
C -1.971 4.385 2.022
H -3.848 3.652 -4.461
H -2.495 4.656 -4.149
H -4.054 4.940 -3.277
H -1.965 2.851 -2.810
H -3.643 2.651 -2.167
H -1.999 5.324 2.574
H -0.986 3.926 2.106
H -2.724 3.716 2.438
C 0.266 -0.445 6.319
C 0.502 -2.004 6.530
O 1.776 -2.552 6.119
C 2.068 -2.515 4.793
O 1.367 -1.965 3.924
O 3.105 -3.291 4.553
C 3.757 -3.261 3.254
H -0.419 -0.069 7.079
H -0.152 -0.124 5.365
H 1.167 0.145 6.486
H -0.383 -2.555 6.211
H 0.256 -2.248 7.563
H 4.611 -3.933 3.171
H 3.952 -2.315 2.749
H 2.985 -3.624 2.576
C -5.836 -3.086 -3.413
C -4.682 -2.201 -3.792
O -3.720 -2.201 -2.740
C -2.695 -3.173 -2.657
O -2.057 -3.385 -1.617
O -2.583 -3.811 -3.814
C -1.448 -4.754 -4.064
H -6.554 -3.065 -4.233
H -6.392 -2.856 -2.504
H -5.618 -4.148 -3.302
H -5.058 -1.178 -3.765
H -4.255 -2.366 -4.781
H -1.232 -5.429 -3.236
H -0.605 -4.085 -4.234
H -1.558 -5.269 -5.018
*
```



DFT (ωB97M-V with the def2-TZVPD basis set) results for C15H35Br12ClGaO3P2 as an isolated structure.

Summary:
Kohn-Sham gap (hartree): 0.239
HOMO level (eV): -4.82

```
! RIJCOSX wB97M-V def2-TZVPD def2/J DEFGRID3
* xyz -1 1
C -0.021 1.556 -0.882
C 0.716 0.267 -0.493
C 1.805 0.562 0.549
Cl 3.239 -0.501 0.230
Ga 1.135 0.522 2.473
P 0.235 -1.596 3.087
P 1.800 -3.071 3.133
O 3.213 -2.670 3.128
O 1.427 -4.070 1.924
O 1.499 -3.996 4.425
H 0.546 2.092 -1.645
H -1.028 1.358 -1.238
H -0.093 2.204 -0.006
H 0.004 -0.473 -0.121
H 1.231 -0.114 -1.379
H 2.173 1.574 0.371
H 2.277 1.023 3.469
H -0.144 1.494 2.517
H 0.062 -1.509 4.477
H 0.772 -3.652 1.357
H 2.375 -4.247 4.746
Br 1.694 -0.171 -4.360
C 0.184 -1.337 -4.015
C -1.012 -0.949 -4.842
Br -1.865 0.651 -4.135
H -0.014 -1.282 -2.948
H 0.519 -2.340 -4.272
H -1.770 -1.730 -4.810
H -0.754 -0.742 -5.876
Br 2.505 -0.654 6.462
C 2.639 0.994 7.478
C 1.294 1.643 7.679
Br 0.658 2.491 6.051
H 3.325 1.639 6.937
H 3.071 0.722 8.439
H 1.354 2.432 8.426
H 0.537 0.921 7.971
Br -3.049 -1.352 -8.244
C -4.256 -0.451 -7.009
C -5.483 0.067 -7.708
Br -5.107 1.656 -8.763
H -3.682 0.337 -6.531
H -4.529 -1.199 -6.268
H -6.231 0.368 -6.978
H -5.908 -0.663 -8.389
Br -3.554 1.203 7.822
C -3.204 2.464 6.379
C -3.973 2.119 5.133
Br -3.224 0.575 4.225
H -2.131 2.451 6.220
H -3.506 3.435 6.765
H -3.918 2.941 4.423
H -5.013 1.889 5.344
Br 5.382 -5.848 3.006
C 5.525 -6.206 1.100
C 6.130 -5.049 0.348
Br 4.877 -3.587 0.125
H 4.524 -6.437 0.752
H 6.157 -7.088 1.018
H 6.410 -5.367 -0.655
H 7.001 -4.649 0.857
Br -0.079 4.269 -4.713
C -1.218 4.635 -6.241
C -2.471 5.372 -5.847
Br -3.755 4.205 -4.973
H -1.435 3.680 -6.708
H -0.622 5.245 -6.916
H -2.979 5.758 -6.728
H -2.267 6.184 -5.157
*
```



DFT (ωB97M-V with the def2-TZVPD basis set) results for C15H35Br4ClMg2O12PS2Si2 as an isolated structure in a non-equilibrium geometry.

Summary:
Kohn-Sham gap (hartree): 0.050
HOMO level (eV): -8.85

```
! RIJCOSX wB97M-V def2-TZVPD def2/J DEFGRID3
* xyz 1 1
C -6.429 -0.477 -0.430
C -4.943 -0.625 0.246
C -3.751 -1.085 -0.780
Br -3.763 -0.162 -2.560
Si -2.075 -0.534 0.085
O -0.671 -0.789 -0.958
Si 0.074 0.776 -1.247
O 1.164 1.294 0.055
C 0.540 2.363 0.865
C 1.171 3.860 0.563
C 0.517 4.579 -0.780
O 0.880 4.735 1.736
P 1.234 0.645 -3.158
C 1.151 2.374 -3.979
C 3.036 0.252 -2.541
C 4.156 0.642 -3.676
S -1.778 -1.449 2.025
C -0.173 -0.693 2.720
O -2.952 -1.088 2.978
O -1.583 -2.969 1.796
H -6.839 0.586 -0.121
H -7.155 -1.267 0.088
H -6.481 -0.699 -1.578
H -4.574 0.320 0.833
H -5.034 -1.497 1.057
H -3.697 -2.269 -0.845
H -2.243 0.927 0.298
H -0.959 1.802 -1.502
H 0.740 2.125 1.997
H -0.616 2.323 0.688
H 2.344 3.811 0.363
H -0.342 3.944 -1.280
H 1.351 4.925 -1.527
H 0.001 5.577 -0.386
H 0.290 4.244 2.395
H 1.622 2.350 -5.070
H 1.646 3.205 -3.312
H 0.008 2.674 -4.120
H 3.274 0.866 -1.572
H 3.040 -0.902 -2.283
H 5.239 0.352 -3.330
H 4.110 1.823 -3.796
H 3.854 0.074 -4.674
H 0.715 -0.718 1.941
H 0.129 -1.226 3.741
H -0.418 0.441 2.954
O -4.311 -1.732 5.988
S -3.560 -0.500 6.292
O -3.953 0.560 5.347
O -2.115 -0.761 6.164
O -3.862 -0.068 7.669
C 0.568 -3.789 -0.637
C 0.087 -3.492 -2.047
O 0.947 -4.104 -3.016
C 0.745 -5.429 -3.225
O -0.097 -6.123 -2.677
O 1.658 -5.856 -4.133
C 1.610 -7.259 -4.383
H 1.620 -3.508 -0.522
H -0.028 -3.243 0.099
H 0.499 -4.858 -0.413
H 0.126 -2.412 -2.224
H -0.954 -3.805 -2.193
H 0.598 -7.582 -4.649
H 1.972 -7.807 -3.507
H 2.272 -7.477 -5.226
Mg -3.839 1.564 8.984
Cl 2.784 5.390 2.828
C 6.854 6.076 3.114
Br 6.199 5.342 1.435
Br 8.581 5.329 3.606
Br 6.887 8.021 3.089
H 6.143 5.779 3.892
Mg -3.241 -3.698 6.428
*
```



Number 1: E_tot -49445.3310 eV. Number 2: E_tot -68231.9463 eV. Number 3: E_tot -192787.0616 eV. Number 4: E_tot -49637.2743 eV. Number 5: E_tot -946255.6051 eV. Number 6: E_tot -390973.0860 eV.